Record 1
This record from the OMol25 dataset describes a molecular structure, C37H46BrCsN8O4S2. The level of theory is the ωB97M-V functional and the def2-TZVPD basis.

Its total charge is -2. The calculation puts the HOMO energy (alpha / beta) at -0.762 / 0.082 eV. The LUMO energy (alpha / beta) is 3.59 / 3.61 eV.

The geometry in XYZ format:
```
99
Properties=species:S:1:pos:R:3:forces:R:3
Cs 0.3238 -1.2273 -0.3414 0.0 0.0 -0.1
C -1.1757 -6.2814 3.9177 0.0 0.0 0.0
S -1.3179 -6.8490 2.2194 0.0 0.0 0.0
C -0.7210 -5.4395 1.2678 0.0 -0.1 0.0
S -0.1631 -4.0401 2.0403 -0.1 0.0 -0.1
N -0.7753 -5.7732 0.0053 0.0 0.1 0.0
N -0.4905 -4.7620 -0.8858 -0.1 -0.1 0.1
C 0.0768 -5.1552 -1.9560 0.0 0.0 0.0
C 0.4020 -4.2489 -3.0705 0.0 0.0 0.0
C 1.1724 -4.7283 -4.1272 0.0 -0.1 0.0
C 1.5238 -3.8599 -5.1468 0.0 0.0 0.0
C 1.1079 -2.5442 -5.0783 0.0 0.0 0.0
C 0.3375 -2.1496 -3.9887 0.0 0.0 0.0
N -0.0202 -2.9835 -3.0197 0.0 0.0 0.1
H -1.5054 -7.1189 4.5353 0.0 0.0 0.0
H -1.8043 -5.4132 4.0979 0.0 0.0 0.0
H -0.1466 -6.0224 4.1558 0.0 0.0 0.0
H 0.3685 -6.2028 -2.0588 0.0 0.0 0.0
H 1.4995 -5.7609 -4.1323 0.0 0.0 0.0
H 2.1317 -4.2063 -5.9744 0.0 0.0 0.0
H 1.3858 -1.8210 -5.8333 0.0 0.0 0.0
H 0.0260 -1.1134 -3.8644 0.0 0.0 0.0
C 3.0208 -1.7104 2.3550 0.0 -0.1 0.1
O 2.7559 -0.3803 1.9441 0.0 0.0 -0.1
C 2.4632 0.5123 2.9605 0.0 0.0 0.0
C 3.4051 0.7409 3.9929 0.0 0.0 0.0
C 3.0749 1.6936 4.9415 0.0 0.0 0.0
Br 4.3221 2.0246 6.3629 0.0 0.0 0.0
C 1.9098 2.4182 4.9182 0.0 0.0 0.0
C 0.9623 2.2050 3.8653 0.0 0.0 0.0
C 1.2786 1.2017 2.8823 0.0 0.1 0.0
O 0.4303 0.9352 1.8593 -0.1 0.1 0.1
C -0.2337 2.9304 3.7747 0.0 0.0 0.0
N -1.1732 2.8023 2.8100 0.0 0.0 0.0
C -2.1562 3.7025 3.0982 0.0 0.0 0.0
C -3.3445 3.9915 2.4294 0.0 0.0 0.0
C -4.1798 4.9761 2.9530 0.0 0.0 0.0
C -3.8556 5.6696 4.1152 0.0 0.0 0.0
C -2.6653 5.3953 4.7997 0.0 0.0 0.0
C -1.8401 4.4200 4.2787 0.0 0.0 0.0
N -0.6251 3.9111 4.6879 0.0 0.0 0.0
H 2.2065 -2.1073 2.9655 0.0 0.0 0.0
H 3.9592 -1.7788 2.9145 0.0 0.0 0.0
H 3.1011 -2.3059 1.4460 0.0 0.0 0.0
H 4.3383 0.2001 4.0264 0.0 0.0 0.0
H 1.7224 3.1431 5.6983 0.0 0.0 0.0
H -0.3492 1.5501 1.9444 0.1 0.0 0.0
H -3.5991 3.4590 1.5219 0.0 0.0 0.0
H -5.1059 5.2092 2.4403 0.0 0.0 0.0
H -4.5278 6.4293 4.4952 0.0 0.0 0.0
H -2.4051 5.9316 5.7054 0.0 0.0 0.0
H -0.0948 4.2077 5.4835 0.0 0.0 0.0
C -4.6930 -4.6811 -0.6258 0.0 0.0 0.0
C -4.2304 -3.2643 -0.5528 0.0 -0.1 0.0
C -4.9126 -2.0704 -0.4509 0.0 0.1 0.0
C -3.9099 -1.0733 -0.4149 -0.1 0.0 0.0
N -2.7117 -1.6260 -0.4855 -0.1 0.1 0.0
N -2.9266 -2.9469 -0.5695 0.1 0.0 0.0
C -4.0451 0.4101 -0.2968 0.0 0.0 0.0
H -5.7778 -4.7258 -0.5356 0.0 0.0 0.0
H -4.2512 -5.2781 0.1744 0.0 0.0 0.0
H -4.4078 -5.1421 -1.5735 0.0 0.0 0.0
H -5.9819 -1.9378 -0.4103 0.0 0.0 0.0
H -2.1207 -3.5655 -0.6394 0.1 0.0 0.0
H -4.9343 0.7668 -0.8195 0.0 0.0 0.0
H -3.1681 0.8954 -0.7269 0.0 0.0 0.0
H -4.1221 0.7155 0.7493 0.0 0.0 0.0
C 0.4892 3.3973 -2.9827 0.0 0.0 0.0
C -0.6155 2.3817 -3.3003 -0.1 0.0 0.0
C -1.9505 2.9641 -2.8056 0.0 0.0 0.0
C -0.6961 2.2264 -4.8294 0.0 0.0 0.0
C -0.3174 1.0436 -2.6370 0.1 0.0 0.0
H 0.3052 4.3731 -3.4519 0.0 0.0 0.0
H 1.4544 3.0178 -3.3321 0.0 0.0 0.0
H 0.5551 3.5377 -1.9011 0.0 0.0 0.0
H -2.1612 3.9474 -3.2502 0.0 0.0 0.0
H -1.9304 3.0809 -1.7191 0.0 0.0 0.0
H -2.7735 2.2893 -3.0561 0.0 0.0 0.0
H -0.8665 3.1890 -5.3329 0.0 0.0 0.0
H -1.5122 1.5495 -5.0969 0.0 0.0 0.0
H 0.2358 1.7995 -5.2102 0.0 0.0 0.0
H -1.2145 0.4093 -2.8472 0.0 0.0 0.0
O 4.8337 -0.6974 -2.9287 0.0 0.0 0.0
C 3.8977 -0.7464 -1.9692 0.0 0.0 0.0
O 3.0450 -1.5948 -1.9480 0.1 0.0 0.0
C 4.0420 0.3471 -0.9157 0.0 0.0 0.0
N 5.2257 1.1922 -1.2191 0.0 0.0 0.0
C 4.7122 2.5414 -1.5328 0.0 0.0 0.0
C 3.4338 2.6787 -0.7192 0.0 0.0 0.0
C 2.8157 1.2882 -0.8494 -0.1 -0.1 0.1
H 4.1739 -0.1559 0.0432 0.0 0.0 0.0
H 5.4059 0.0570 -2.6481 0.0 0.0 0.0
H 5.8077 1.2454 -0.3941 0.0 0.0 0.0
H 4.4817 2.5891 -2.6014 0.0 0.0 0.0
H 5.4762 3.2901 -1.3182 0.0 0.0 0.0
H 2.7702 3.4588 -1.0897 0.0 0.0 0.0
H 3.6761 2.8968 0.3255 0.0 0.0 0.0
H 2.1818 1.2052 -1.7380 0.0 0.0 0.0
H 2.1809 1.0450 0.0011 0.1 0.1 0.0
```
Positions in Å, forces in eV/Å.


Record 2
This record from the OMol25 dataset describes 2 unconnected molecules or ions with the total composition C27H42BrFN4O4S. The level of theory is the ωB97M-V functional and the def2-TZVPD basis.

The calculation puts the HOMO energy at -8.208 eV. The LUMO energy is -0.22 eV.

The geometry in XYZ format:
```
80
Properties=species:S:1:pos:R:3:forces:R:3
C 2.4003 -3.9233 4.6353 -0.9 0.8 0.4
C 1.4291 -3.9668 3.4352 0.6 -0.4 0.0
C 1.9500 -3.2695 2.1545 -0.6 -0.3 -0.5
C 0.8856 -2.3077 1.5657 -0.2 -0.4 -0.1
C 1.4535 -1.4610 0.4107 0.7 -1.1 1.2
N 0.9051 -0.0888 0.1215 0.9 0.4 0.1
C -0.5351 0.1792 0.3668 -1.6 0.3 -1.0
C -1.5723 -0.9349 0.1379 0.0 -1.1 0.7
C -2.3026 -1.2484 1.4766 -0.5 0.8 -0.6
O -2.4617 -0.5125 -0.8872 0.3 -0.1 0.4
C -3.5729 -1.3860 -1.0949 -0.6 0.4 -0.7
C -4.8409 -0.7242 -0.5821 0.4 -0.6 0.1
C -5.2223 0.4512 -1.1880 0.5 0.6 -1.0
C -6.3242 1.1715 -0.7968 0.0 0.3 0.0
C -7.0755 0.6986 0.2631 -0.5 0.8 -0.3
C -6.7134 -0.4798 0.8545 -0.5 -0.9 1.4
C -5.6084 -1.2011 0.4634 0.7 -0.3 -0.5
C 1.7255 0.8963 0.9312 0.0 1.4 1.4
C 1.6962 0.6831 2.4619 0.6 0.1 -0.6
C 2.8350 -0.1391 3.0651 -0.9 -1.1 1.6
O 2.6178 -0.8134 4.0383 0.4 0.7 -1.0
Br 4.6344 -0.0898 2.3558 -0.5 0.3 -0.2
C 1.2074 2.3532 0.7451 0.9 -0.4 0.0
N 1.0545 2.6267 -0.6457 -0.4 -0.1 -0.2
N 0.2312 3.6806 -1.0662 -0.7 -0.7 -0.2
C -0.9264 3.7381 -0.7094 0.1 0.2 0.9
S -2.3286 3.8430 -0.0165 -0.1 0.2 -0.4
C 1.6417 1.6974 -1.6018 1.5 0.2 -0.2
C 1.3792 2.1237 -3.0356 -0.3 0.4 -0.8
C 2.1534 3.3907 -3.5281 -0.4 0.7 -0.2
C 2.9747 4.1599 -2.5028 0.6 -0.3 0.2
N 2.4238 5.4167 -1.9883 0.2 -0.4 -0.4
O 4.0644 3.7707 -2.1493 -0.6 0.1 -0.1
C 1.3680 0.1958 -1.3160 -0.2 -0.5 -1.3
C 0.5282 -0.5286 -2.3780 -0.6 -0.9 0.8
C 1.3727 -1.1682 -3.5133 0.2 -0.1 -0.4
O 2.6982 -0.7069 -3.5840 -0.2 0.1 -0.7
H 3.4476 -3.7867 4.3596 -0.1 -0.4 -0.1
H 2.1344 -3.0481 5.2426 0.3 -0.1 -0.1
H 2.2369 -4.7809 5.2945 0.3 0.0 -0.2
H 0.4541 -3.5495 3.7170 0.2 0.0 0.1
H 1.2400 -5.0219 3.2034 -0.1 0.2 -0.1
H 2.0754 -4.0585 1.3996 0.3 0.2 0.1
H 2.9321 -2.7995 2.2595 -0.2 0.1 0.3
H 0.3928 -1.7708 2.3810 0.3 0.2 -0.2
H 0.1193 -2.9765 1.1491 -0.1 0.3 0.2
H 2.5231 -1.3175 0.6158 -0.2 0.3 -0.3
H 1.4674 -2.1078 -0.4689 -0.3 0.5 -0.2
H -0.8324 0.9594 -0.3448 0.3 -0.1 0.1
H -0.7551 0.6226 1.3397 0.6 -0.3 0.1
H -1.1342 -1.8825 -0.2126 0.3 0.3 0.1
H -3.1325 -0.5338 1.5627 0.1 -0.1 0.0
H -2.7359 -2.2505 1.4728 0.2 0.1 0.2
H -1.6674 -1.0680 2.3450 0.0 -0.4 -0.1
H -3.6844 -1.4680 -2.1850 0.2 -0.1 0.2
H -3.4192 -2.4065 -0.7267 0.1 0.2 0.2
H -4.6194 0.8280 -2.0133 -0.1 -0.1 0.1
H -6.5466 2.0994 -1.3132 -0.2 -0.1 0.1
H -7.9356 1.2604 0.6128 0.0 -0.1 0.0
H -7.2851 -0.8679 1.6952 -0.1 0.2 -0.1
H -5.3011 -2.1285 0.9389 -0.3 0.1 0.2
H 2.7846 0.8505 0.6411 -0.4 -0.4 -0.7
H 1.7956 1.6718 2.9338 0.2 -0.1 -0.2
H 0.7449 0.3040 2.8419 0.3 -0.2 0.0
H 0.3248 2.4782 1.3894 -0.2 0.2 -0.5
H 1.9980 3.0008 1.1723 -0.2 -0.2 0.1
H 2.7348 1.7959 -1.4808 -0.2 -0.3 0.0
H 0.3131 2.3103 -3.2248 0.1 0.0 0.4
H 1.6375 1.3459 -3.7560 0.2 -0.2 0.6
H 1.4315 4.0911 -3.9640 0.1 -0.1 0.2
H 2.8239 3.1313 -4.3535 0.1 -0.2 0.4
H 2.4887 5.3401 -0.9748 0.0 0.1 0.0
H 3.1283 6.1097 -2.2410 -0.1 0.1 0.1
H 2.3784 -0.3089 -1.3208 0.1 0.8 0.0
H -0.3125 0.0460 -2.7815 0.2 0.1 0.1
H 0.0608 -1.3896 -1.8763 -0.1 0.3 -0.1
H 0.8935 -0.9294 -4.4736 0.1 0.0 0.2
H 1.3643 -2.2666 -3.4490 -0.1 0.2 0.2
H 3.3193 -1.2910 -3.1339 0.0 0.4 0.6
F 3.9706 -0.3630 -1.1719 -0.1 -0.4 0.4
```
Positions in Å, forces in eV/Å.


Record 3
This record from the OMol25 dataset describes a molecular structure, C30H45AuNO2P2S2. The level of theory is the ωB97M-V functional and the def2-TZVPD basis.

The expectation value of S² is 2.0183. Its total charge is +1. Its spin multiplicity is 3. The calculation puts the HOMO energy (alpha / beta) at -9.762 / -8.862 eV. The LUMO energy (alpha / beta) is -4.23 / -5.21 eV.

The geometry in XYZ format:
```
83
Properties=species:S:1:pos:R:3:forces:R:3
Au 2.6051 -1.0262 -3.9680 0.9 -1.0 1.7
C -2.2605 -1.6759 2.5774 -0.3 -2.3 -1.1
C -2.0007 -2.8716 1.8528 -0.8 2.0 0.4
C -0.0336 -2.1958 2.8460 -0.3 0.4 0.1
C -1.0366 -1.2528 3.1907 0.8 -0.2 -0.5
C -0.6204 -3.1699 1.9878 0.8 0.4 1.2
C -3.6102 -1.1225 2.8154 -0.5 0.4 0.1
H -4.2597 -1.2336 1.9317 0.2 0.0 0.3
H -3.5496 -0.0516 3.0496 -0.2 -0.4 0.1
H -4.1138 -1.6425 3.6582 0.2 0.3 -0.4
C -0.8441 0.0148 3.9332 -0.1 0.1 0.3
H -1.8122 0.4691 4.1980 0.5 -0.1 0.0
H -0.2552 0.7494 3.3474 -0.3 -0.4 0.2
H -0.2701 -0.1796 4.8498 -0.1 0.2 -0.1
C 1.3401 -2.1899 3.3796 -0.3 -0.5 0.2
H 1.3176 -2.1708 4.4801 0.2 0.1 -0.2
H 1.9124 -1.3084 3.0516 0.2 0.3 -0.1
H 1.8600 -3.0960 3.0644 0.2 0.2 0.1
C 0.0898 -4.3554 1.4702 0.3 -0.3 -0.5
H 0.1137 -5.1936 2.1899 -0.1 0.3 -0.2
H 1.1331 -4.0916 1.2358 -0.3 -0.2 0.0
H -0.4017 -4.7216 0.5607 0.2 0.0 0.2
C -2.9834 -3.6564 1.0648 -0.3 -0.2 -0.1
H -3.4680 -4.3881 1.7283 -0.1 0.0 -0.3
H -2.5098 -4.2077 0.2372 -0.2 0.2 0.3
H -3.7631 -3.0103 0.6348 0.2 -0.2 0.2
C -1.7155 1.9862 0.5427 -0.4 -0.1 0.4
C -2.8971 1.3666 0.6645 -0.1 0.9 0.2
C -3.7706 0.7257 -0.3719 0.2 0.3 -0.5
C -3.1511 0.6072 -1.7757 -0.6 0.3 -0.7
C -1.9716 -0.3151 -1.8700 0.0 -1.0 -0.1
C -0.7761 -0.2691 -1.2679 0.5 -0.4 -1.4
C -0.0317 0.9724 -0.9323 0.2 0.4 1.2
C -0.8922 2.2186 -0.6857 0.6 -0.2 -0.2
H -4.6764 1.3568 -0.4862 0.2 -0.5 0.2
H -2.9505 1.6119 -2.1790 -0.3 -0.4 0.1
H -4.0753 -0.2912 -0.0488 0.1 0.6 0.0
H -1.4730 2.4691 -1.5822 0.2 0.1 0.5
H -1.2008 2.3189 1.4539 -0.5 0.1 -0.2
H -3.4307 1.5136 1.6090 0.5 -0.5 0.0
H -0.1932 3.0471 -0.4732 -0.4 -0.2 -0.2
H 0.4986 0.7850 0.0072 0.2 0.1 -0.2
H -0.1536 -1.1952 -1.2175 -0.5 0.7 -0.4
H 0.7357 1.2086 -1.6956 -0.3 -0.5 0.3
H -3.9364 0.1407 -2.3979 0.3 0.5 0.1
H -2.2094 -1.1927 -2.4964 0.1 -0.2 1.0
P 0.7962 0.1865 -4.6493 -2.4 2.5 0.9
C 0.2125 1.8050 -4.0923 -0.7 0.4 0.0
C -0.7135 -0.6184 -5.3126 -0.3 0.2 0.0
P 2.4236 -1.0474 -6.2244 2.1 0.3 -2.4
C 1.7538 0.6813 -6.1261 -0.6 -1.0 0.6
C 1.3934 -2.4572 -6.7459 -0.3 -0.3 -0.5
C 3.6580 -0.8647 -7.5096 0.6 -0.7 -0.8
H 0.9334 2.2836 -3.4205 -0.2 -0.1 -0.2
H -0.7634 1.6839 -3.5910 0.5 0.2 -0.1
H 0.0997 2.4330 -4.9892 -0.2 -0.1 0.4
H -0.9085 -0.2243 -6.3211 -0.1 -0.1 0.3
H -1.5378 -0.3419 -4.6407 0.2 0.0 -0.2
H -0.6723 -1.7091 -5.3559 0.0 0.4 0.1
H 3.3148 -0.6699 -8.5422 -0.2 -0.2 0.5
H 4.1946 -1.8221 -7.4835 0.3 0.3 -0.3
H 4.3466 -0.0566 -7.2449 -0.1 -0.2 0.1
H 2.5839 1.3210 -5.7469 -0.4 -0.5 -0.4
H 1.1796 1.1915 -6.9171 0.3 -0.5 0.2
H 2.1348 -3.2439 -6.9569 -0.1 0.3 0.0
H 0.8540 -2.2437 -7.6674 0.0 0.0 -0.1
H 0.6891 -2.9087 -6.0351 0.5 0.5 0.0
O 1.0802 5.4041 3.8471 0.5 -0.5 -0.5
S 2.3154 4.6792 3.6767 0.3 -0.3 1.3
O 3.5437 5.4229 3.5339 -0.7 -0.5 -0.3
N 2.1827 3.4799 2.5481 -0.1 -1.8 -0.7
C 2.2747 2.2316 3.0264 0.0 4.0 0.0
S 2.1233 0.9391 1.9816 0.1 -1.1 -0.3
C 2.4726 2.1954 4.4894 0.0 0.0 1.6
C 2.5562 1.1243 5.3909 0.1 0.1 -0.3
C 2.6694 1.3786 6.7623 -0.1 0.2 -0.1
C 2.6927 2.6883 7.2475 0.0 0.1 -0.4
C 2.6095 3.7702 6.3609 0.1 -0.3 -0.1
C 2.4974 3.4968 5.0049 0.0 -0.1 0.5
H 2.5550 0.0997 5.0213 0.0 0.2 0.1
H 2.7191 0.5588 7.4759 0.0 0.1 -0.3
H 2.7760 2.8716 8.3168 0.0 -0.1 -0.2
H 2.6514 4.7948 6.7245 -0.1 -0.2 -0.1
```
Positions in Å, forces in eV/Å.